Molecular formula: C4H7NO2
Method: DFT, ωB97M-V with the def2-TZVPD basis set

```
! wB97M-V def2-TZVPD RIJCOSX def2/J DEFGRID3
* xyz 0 1
C -1.528 -0.860 0.262
C -1.071 0.634 0.014
C 0.411 1.139 0.476
O 0.568 2.139 1.201
N 1.596 0.305 0.171
C 1.676 -0.738 -0.754
O 2.785 -1.221 -1.042
H -2.389 -0.746 0.977
H -0.749 -1.566 0.622
H -1.718 -1.282 -0.690
H -1.660 1.327 0.760
H -1.080 1.176 -1.132
H 2.423 0.634 0.513
H 0.735 -0.941 -1.378
*
```

Computed properties:
Gap between HOMO and LUMO ... 10.89 eV
LUMO energy ... 0.02193 Ha
SMILES string ... CCC(=O)NC=O
ΔE to the lowest compared entry with this formula, charge and spin ... 179.7 kJ/mol
Highest occupied orbital energy ... -10.3 eV

---

Molecular formula: C4H7NO2
Method: DFT, ωB97M-V with the def2-TZVPD basis set

```
! wB97M-V def2-TZVPD RIJCOSX def2/J DEFGRID3
* xyz 0 1
N 0.178 -0.018 2.456
C 0.432 0.218 1.140
O 1.566 0.425 0.743
C -0.748 0.225 0.178
C -0.227 0.465 -1.217
C 0.427 -0.606 -1.953
O -0.915 -0.239 -2.248
H 0.982 -0.054 3.063
H -0.730 -0.239 2.830
H -1.478 0.994 0.465
H -1.283 -0.732 0.174
H 0.071 1.494 -1.430
H 0.578 -1.571 -1.468
H 1.146 -0.362 -2.733
*
```

Computed properties:
Gap between HOMO and LUMO ... 10.82 eV
LUMO energy ... 0.03009 Ha
SMILES string ... NC(=O)C[C@H]1CO1
ΔE to the lowest compared entry with this formula, charge and spin ... 137.1 kJ/mol
Highest occupied orbital energy ... -10.0 eV

---

Molecular formula: C4H7NO2
Method: DFT, ωB97M-V with the def2-TZVPD basis set

```
! wB97M-V def2-TZVPD RIJCOSX def2/J DEFGRID3
* xyz 0 1
O 0.201 1.415 -1.080
C 0.569 0.111 -0.720
C 0.966 0.129 0.783
O 0.067 0.946 1.528
C -1.759 -0.213 1.076
N -1.563 -0.759 0.059
C -0.581 -0.867 -0.996
H -0.030 1.825 -0.225
H 1.410 -0.202 -1.357
H 1.036 -0.897 1.169
H 1.981 0.558 0.850
H -0.975 0.490 1.874
H -0.244 -1.907 -1.023
H -1.078 -0.630 -1.938
*
```

Computed properties:
Gap between HOMO and LUMO ... 10.56 eV
LUMO energy ... 0.02963 Ha
ΔE to the lowest compared entry with this formula, charge and spin ... 356.7 kJ/mol
Highest occupied orbital energy ... -9.7 eV

---

Molecular formula: C4H7NO2
Method: DFT, ωB97M-V with the def2-TZVPD basis set

```
! wB97M-V def2-TZVPD RIJCOSX def2/J DEFGRID3
* xyz 0 1
C -2.511 -0.423 0.385
O -1.985 0.816 -0.091
C -0.690 0.797 -0.380
N 0.062 -0.195 -0.145
C 1.347 -0.137 -0.695
C 2.445 -0.083 0.342
O 1.515 -0.143 -1.895
H -3.594 -0.314 0.449
H -2.260 -1.205 -0.329
H -2.087 -0.680 1.361
H -0.366 1.746 -0.820
H 2.314 0.803 0.979
H 3.406 -0.025 -0.165
H 2.402 -0.958 1.003
*
```

Computed properties:
Gap between HOMO and LUMO ... 10.77 eV
LUMO energy ... 0.03276 Ha
SMILES string ... CO/C=N/C(C)=O
ΔE to the lowest compared entry with this formula, charge and spin ... 110.9 kJ/mol
Highest occupied orbital energy ... -9.9 eV

---

Molecular formula: C4H7NO2
Method: DFT, ωB97M-V with the def2-TZVPD basis set

```
! wB97M-V def2-TZVPD RIJCOSX def2/J DEFGRID3
* xyz 0 1
C -2.528 -0.231 -0.277
C -1.517 0.790 -0.536
N -0.734 1.613 -0.755
H -2.337 -0.694 0.693
H -3.519 0.227 -0.289
H -2.475 -1.003 -1.048
C 1.173 -1.249 1.093
O -0.034 -1.228 1.092
H 1.775 -0.692 1.834
H 1.750 -1.815 0.339
C 2.210 1.015 -0.553
O 3.208 0.466 -0.150
H 1.429 1.404 0.122
H 1.999 1.136 -1.633
*
```

Computed properties:
Gap between HOMO and LUMO ... 10.74 eV
LUMO energy ... 0.02509 Ha
SMILES string ... CC#N.C=O.C=O
ΔE to the lowest compared entry with this formula, charge and spin ... 264.6 kJ/mol
Highest occupied orbital energy ... -10.1 eV

---

Molecular formula: C4H7NO2
Method: DFT, ωB97M-V with the def2-TZVPD basis set

```
! wB97M-V def2-TZVPD RIJCOSX def2/J DEFGRID3
* xyz 0 1
O -2.063 -0.992 -0.289
C -1.812 0.109 -0.706
C -0.699 0.956 -0.207
C 0.108 0.333 0.942
N 0.767 -0.916 0.586
C 1.835 -0.820 -0.251
O 2.167 -1.607 -1.102
H -2.366 0.546 -1.560
H -1.106 1.906 0.141
H -0.021 1.128 -1.052
H -0.573 0.119 1.763
H 0.903 1.022 1.223
H 0.406 -1.861 0.574
H 2.455 0.078 -0.062
*
```

Computed properties:
Gap between HOMO and LUMO ... 10.53 eV
LUMO energy ... 0.03007 Ha
SMILES string ... O=CCCNC=O
ΔE to the lowest compared entry with this formula, charge and spin ... 113.9 kJ/mol
Highest occupied orbital energy ... -9.7 eV

---

Molecular formula: C4H7NO2
Method: DFT, ωB97M-V with the def2-TZVPD basis set

```
! wB97M-V def2-TZVPD RIJCOSX def2/J DEFGRID3
* xyz 0 1
O -0.227 -0.463 1.441
C -0.856 -0.033 0.208
C -0.281 -0.838 -0.968
N 1.159 -0.900 -0.651
C 1.503 -0.072 0.261
O 1.084 1.225 0.360
C -0.276 1.351 -0.079
H -0.180 -1.419 1.315
H -1.881 -0.165 0.539
H -0.584 -0.305 -1.882
H -0.645 -1.875 -1.042
H 2.129 -0.361 1.109
H -0.349 1.544 -1.160
H -0.710 2.177 0.477
*
```

Computed properties:
Gap between HOMO and LUMO ... 9.69 eV
LUMO energy ... 0.02981 Ha
SMILES string ... O[C@@H]1CN=COC1
ΔE to the lowest compared entry with this formula, charge and spin ... 317.0 kJ/mol
Highest occupied orbital energy ... -8.9 eV

---

Molecular formula: C4H7NO2
Method: DFT, ωB97M-V with the def2-TZVPD basis set

```
! wB97M-V def2-TZVPD RIJCOSX def2/J DEFGRID3
* xyz 0 1
O 2.319 -0.161 0.035
C 1.171 0.305 0.653
C 0.522 1.387 0.118
N -1.683 0.759 -0.223
C -1.704 -0.539 -0.448
C 0.013 -1.316 0.138
O 0.464 -2.379 0.188
H 2.428 -1.099 0.248
H 1.103 0.128 1.729
H -0.011 2.092 0.736
H 0.805 1.695 -0.887
H -1.534 1.261 -1.094
H -1.658 -0.960 -1.461
H -2.234 -1.173 0.268
*
```

Computed properties:
Gap between HOMO and LUMO ... 9.46 eV
LUMO energy ... 0.01998 Ha
ΔE to the lowest compared entry with this formula, charge and spin ... 458.0 kJ/mol
Highest occupied orbital energy ... -8.9 eV

---

Molecular formula: C4H7NO2
Method: DFT, ωB97M-V with the def2-TZVPD basis set

```
! wB97M-V def2-TZVPD RIJCOSX def2/J DEFGRID3
* xyz 0 1
C -0.440 -1.584 1.144
O 0.685 -1.352 0.259
C 0.604 -0.171 -0.376
N 1.791 0.386 -0.710
C -0.609 0.404 -0.643
C -0.883 1.795 -0.454
O -1.988 2.304 -0.555
H -0.449 -0.824 1.930
H -1.417 -1.553 0.653
H -0.281 -2.576 1.549
H 1.788 1.076 -1.445
H 2.670 -0.045 -0.474
H -1.455 -0.252 -0.794
H -0.015 2.392 -0.086
*
```

Computed properties:
Gap between HOMO and LUMO ... 9.04 eV
LUMO energy ... 0.02349 Ha
SMILES string ... CO/C(N)=C/C=O
ΔE to the lowest compared entry with this formula, charge and spin ... 189.3 kJ/mol
Highest occupied orbital energy ... -8.4 eV